{
  "formula": "C39H38HfN6O2P2SbSe4",
  "method": "ωB97M-V/def2-TZVPD",
  "gap_ev": 5.62,
  "total_energy_ev": -341913.0879,
  "spin_multiplicity": 1,
  "homo_energy_ha": -0.137,
  "charge": -1,
  "species": ["Hf", "O", "C", "N", "C", "C", "C", "C", "C", "C", "N", "C", "C", "C", "C", "C", "N", "H", "H", "H", "H", "H", "H", "H", "H", "H", "H", "Se", "Sb", "Se", "Se", "Se", "C", "P", "C", "C", "O", "H", "H", "H", "H", "H", "H", "H", "H", "H", "N", "C", "C", "C", "C", "N", "C", "C", "H", "H", "H", "H", "N", "P", "C", "C", "C", "C", "C", "C", "C", "C", "C", "C", "C", "C", "C", "C", "C", "C", "C", "C", "H", "H", "H", "H", "H", "H", "H", "H", "H", "H", "H", "H", "H", "H", "H"],
  "coordinates": [[1.2176, 0.9980, -0.2687], [-0.5073, 4.5441, 1.6712], [-0.3094, 3.4335, 1.1507], [0.7556, 3.0272, 0.4616], [1.7514, 4.0685, 0.2554], [3.1348, 3.5612, 0.5220], [4.1933, 4.4447, 0.7000], [5.4402, 3.9458, 1.0176], [5.5810, 2.5768, 1.1839], [4.4857, 1.7691, 0.9605], [3.2829, 2.2376, 0.6176], [-1.3864, 2.3968, 1.3037], [-2.7070, 2.8067, 1.4679], [-3.6839, 1.8459, 1.6332], [-3.2967, 0.5117, 1.6768], [-1.9572, 0.2077, 1.5246], [-1.0137, 1.1221, 1.3150], [1.5415, 4.9134, 0.9159], [1.6996, 4.4519, -0.7714], [4.0186, 5.5054, 0.5756], [6.2874, 4.6095, 1.1325], [6.5356, 2.1323, 1.4254], [4.5750, 0.6926, 1.0367], [-2.9221, 3.8657, 1.4695], [-4.7254, 2.1234, 1.7362], [-4.0179, -0.2828, 1.8161], [-1.6130, -0.8157, 1.5703], [3.5830, -0.4528, -4.6785], [3.4276, 0.7441, -2.5994], [2.9957, -0.8269, -0.5851], [1.3258, 2.1487, -2.5254], [5.3987, 2.1116, -2.3050], [0.9121, 2.1069, 3.9468], [1.4286, 0.4911, 3.3147], [3.0318, 0.1437, 4.0835], [0.2777, -0.7541, 3.9652], [1.5568, 0.4262, 1.8311], [0.9861, 2.1311, 5.0348], [-0.1140, 2.3151, 3.6497], [1.5544, 2.8776, 3.5186], [2.9582, 0.1509, 5.1710], [3.7554, 0.8904, 3.7559], [3.3637, -0.8373, 3.7418], [-0.7165, -0.3308, 4.1018], [0.6370, -1.1542, 4.9130], [0.2227, -1.5609, 3.2338], [-5.8508, 3.6608, -4.5662], [-4.8817, 3.3836, -4.0135], [-3.6982, 3.0422, -3.2852], [-3.1634, 3.9449, -2.3691], [-2.0530, 3.5543, -1.6397], [-1.4832, 2.3590, -1.7607], [-1.9653, 1.5253, -2.6763], [-3.0699, 1.8121, -3.4616], [-3.6046, 4.9223, -2.2323], [-1.5957, 4.2365, -0.9306], [-1.4286, 0.5884, -2.7751], [-3.4301, 1.0998, -4.1903], [-0.1843, -0.3675, -0.8921], [-0.3280, -1.8987, -0.9082], [-0.2110, -2.8785, 0.6707], [1.0289, -3.2718, 1.1729], [1.1161, -4.0302, 2.3319], [-0.0335, -4.3814, 3.0261], [-1.2714, -3.9709, 2.5534], [-1.3583, -3.2340, 1.3802], [-2.0284, -2.3804, -1.4348], [-2.3625, -3.6548, -1.8854], [-3.6676, -3.9404, -2.2554], [-4.6522, -2.9649, -2.1631], [-4.3261, -1.6920, -1.7191], [-3.0154, -1.4036, -1.3654], [0.6277, -2.9338, -2.0747], [0.8435, -2.3668, -3.3251], [1.3779, -3.1232, -4.3560], [1.7232, -4.4463, -4.1313], [1.5444, -5.0079, -2.8760], [0.9828, -4.2626, -1.8519], [1.9321, -3.0153, 0.6317], [2.0843, -4.3637, 2.6849], [0.0337, -4.9814, 3.9253], [-2.1745, -4.2421, 3.0865], [-2.3333, -2.9605, 0.9952], [-1.5991, -4.4202, -1.9414], [-3.9222, -4.9272, -2.6219], [-5.6741, -3.1977, -2.4362], [-5.0904, -0.9270, -1.6494], [-2.7311, -0.4166, -1.0223], [0.5928, -1.3238, -3.4894], [1.5526, -2.6662, -5.3185], [2.1415, -5.0387, -4.9354], [1.8393, -6.0335, -2.6883], [0.8219, -4.7196, -0.8843]],
  "forces_ev_per_a": [[-1.577, -0.727, 1.297], [-0.114, -0.046, -0.176], [0.144, 0.154, 0.027], [-0.178, 0.734, 0.503], [-0.073, 0.231, 0.033], [0.013, 0.013, 0.058], [-0.018, -0.037, -0.041], [-0.077, -0.036, 0.062], [-0.032, 0.111, 0.112], [0.120, -0.150, 0.078], [-0.025, 0.346, -0.104], [-0.194, 0.023, 0.226], [-0.019, 0.017, 0.120], [0.064, 0.003, -0.027], [0.014, -0.020, 0.081], [0.009, -0.153, -0.003], [-0.303, 0.609, -0.199], [0.050, -0.034, 0.016], [0.014, -0.146, -0.020], [0.021, 0.013, 0.008], [0.007, 0.006, 0.009], [-0.001, -0.026, 0.000], [-0.084, -0.011, -0.147], [0.002, 0.001, -0.019], [0.000, 0.009, -0.002], [0.009, -0.010, 0.019], [-0.020, -0.015, -0.108], [-0.187, -0.131, -0.074], [1.083, -0.127, -0.865], [1.135, -0.277, -0.699], [0.811, 0.199, -0.983], [-0.065, 0.053, 0.156], [0.090, -0.242, -0.116], [0.150, 0.071, 0.500], [-0.259, 0.016, -0.112], [0.145, 0.217, -0.108], [0.072, -0.311, 0.296], [0.011, -0.033, 0.016], [-0.009, -0.002, 0.001], [0.016, -0.014, -0.018], [-0.002, 0.003, 0.014], [-0.021, 0.019, -0.035], [0.014, -0.004, 0.001], [-0.003, 0.024, -0.035], [-0.016, 0.017, 0.029], [0.011, -0.031, 0.019], [0.055, -0.014, -0.008], [-0.297, 0.064, -0.178], [0.393, -0.090, 0.255], [-0.066, 0.021, -0.086], [0.009, -0.056, -0.072], [-0.387, 0.218, 0.068], [0.090, -0.073, -0.030], [-0.128, 0.126, -0.023], [-0.006, 0.002, 0.011], [-0.048, 0.009, 0.048], [0.013, -0.018, 0.050], [-0.025, -0.022, 0.020], [0.000, -0.255, 0.316], [-0.396, -0.975, -0.207], [0.033, 0.307, -0.106], [0.092, -0.020, 0.000], [0.016, -0.017, 0.022], [-0.017, -0.002, 0.022], [-0.022, -0.027, 0.049], [0.060, -0.078, -0.067], [0.071, 0.257, 0.060], [-0.032, 0.052, 0.046], [-0.019, -0.075, 0.013], [-0.056, 0.039, -0.002], [-0.049, -0.046, 0.000], [0.035, 0.020, 0.062], [-0.014, 0.334, 0.066], [-0.107, 0.017, -0.032], [-0.013, -0.063, 0.030], [-0.007, 0.004, -0.076], [-0.027, -0.112, 0.061], [-0.012, 0.068, 0.054], [-0.016, 0.046, -0.006], [0.015, 0.037, 0.002], [0.003, 0.009, 0.010], [-0.003, -0.004, -0.004], [-0.019, 0.008, 0.017], [-0.016, -0.024, -0.079], [0.013, -0.016, 0.027], [0.010, -0.003, -0.040], [0.013, 0.015, -0.011], [-0.021, 0.006, -0.020], [0.089, 0.005, -0.022], [0.013, 0.048, 0.007], [0.047, 0.006, 0.011], [-0.015, -0.010, -0.026], [0.019, -0.026, -0.018]]
}